1.
Formula: C2H5NO2
Source: OMol25
Level of theory: ωB97M-V/def2-TZVPD

```
10
Properties=species:S:1:pos:R:3:forces:R:3
N 2.021 -0.028 0.185 -0.09 0.16 0.02
C 0.765 0.410 0.152 0.29 -0.37 0.05
O -0.021 -0.613 -0.163 0.14 0.36 0.05
C -1.436 -0.311 -0.219 -0.29 -0.39 -0.11
O -1.738 1.019 -0.063 -0.01 0.10 0.00
H 2.269 -0.999 0.031 -0.06 0.06 -0.08
H 2.767 0.622 0.371 -0.18 -0.06 0.04
H -1.769 -0.643 -1.207 -0.01 -0.01 0.12
H -1.894 -0.932 0.562 0.07 0.05 -0.06
H -0.968 1.417 0.382 0.14 0.11 -0.04
```
Positions in Å, forces in eV/Å.

Summary:
- net charge = 0
- electronic energy (eV) = -7738.4810

Löwdin population analysis, charges in e, atoms 1 to 8:
1 N 0.08
2 C -0.18
3 O -0.07
4 C -0.28
5 O -0.05
6 H 0.11
7 H 0.09
8 H 0.13

2.
Formula: C4H11PS
Source: OMol25
Level of theory: ωB97M-V/def2-TZVPD

```
17
Properties=species:S:1:pos:R:3:forces:R:3
C 1.344 0.701 -1.451 -1.25 -1.41 -1.86
C 1.258 -0.782 -0.939 1.64 1.59 0.58
C 0.840 -0.754 0.503 -2.64 -0.31 -0.69
C -1.440 0.172 0.436 1.92 0.35 -0.23
P -0.905 1.440 1.635 -1.03 0.70 -1.02
S -2.404 -1.189 0.983 1.62 -0.14 1.76
H 1.610 0.589 -2.516 0.26 0.31 0.22
H 2.079 1.348 -1.004 -0.06 0.27 0.53
H 0.287 1.099 -1.536 1.34 -0.03 0.72
H 2.306 -1.267 -1.039 -1.68 0.47 -0.05
H 0.517 -1.189 -1.608 0.01 -0.99 0.09
H 1.281 0.070 1.072 -0.03 -0.73 0.09
H 0.468 -1.707 1.006 0.73 1.53 -0.52
H -1.819 0.691 -0.483 0.61 -1.02 0.56
H -0.175 0.620 2.396 1.12 -0.98 1.32
H -1.997 1.239 2.479 -0.53 0.44 0.49
H -3.251 -1.080 0.065 -2.01 -0.06 -2.00
```
Positions in Å, forces in eV/Å.

Summary:
- net charge = 0
- electronic energy (eV) = -24446.0431

Löwdin population analysis, charges in e, atoms 1 to 8:
1 C -0.13
2 C -0.33
3 C -0.07
4 C -0.89
5 P 0.71
6 S 0.67
7 H 0.06
8 H 0.06

3.
Formula: C4H16BF2N3O6P2Pd
Source: OMol25
Level of theory: ωB97M-V/def2-TZVPD

```
35
Properties=species:S:1:pos:R:3:forces:R:3
Pd -0.417 -0.300 0.001 -0.49 0.55 -0.44
N 2.708 -1.108 3.231 -0.13 -0.02 0.02
C 2.086 -1.869 2.072 0.08 0.06 -0.10
C 2.752 -3.233 1.910 0.16 0.07 0.01
P 2.298 -0.698 0.612 -0.31 0.07 0.25
O 3.820 -0.970 0.320 -0.04 -0.15 -0.16
O 1.363 -1.215 -0.486 0.21 0.31 0.52
O 1.988 0.660 1.137 0.40 -0.25 0.10
P 0.294 -2.071 2.403 -0.03 -0.38 0.03
O 0.319 -2.741 3.817 0.17 0.17 0.06
O -0.149 -3.209 1.399 0.31 -0.03 0.14
O -0.484 -0.818 2.262 -0.16 -0.34 -0.31
H 3.726 -1.077 3.105 0.00 0.00 0.02
H 2.515 -1.537 4.141 -0.01 0.00 0.00
H 2.369 -0.134 3.212 0.03 0.01 -0.01
H 3.828 -3.109 1.787 0.00 -0.01 0.00
H 2.373 -3.718 1.013 0.01 0.00 0.00
H 2.560 -3.884 2.763 -0.01 0.00 0.00
H 4.170 -0.835 -0.572 0.01 0.02 0.01
H -0.504 -3.017 4.249 -0.01 0.05 0.01
N -2.237 0.499 0.127 -0.24 -0.04 0.37
C -2.125 1.982 0.225 -0.06 -0.08 -0.11
C -1.254 2.380 -0.945 0.00 0.14 0.04
N -0.030 1.546 -0.870 0.37 -0.29 -0.17
H -2.727 0.252 -0.735 -0.06 -0.05 0.05
H -2.764 0.088 0.896 -0.01 0.14 0.05
H -1.657 2.220 1.179 0.01 0.01 -0.01
H -3.109 2.447 0.188 0.01 0.03 -0.01
H -1.009 3.442 -0.925 0.02 -0.01 0.00
H -1.755 2.164 -1.889 0.01 0.00 0.00
H 0.620 1.866 -0.145 0.03 0.10 -0.09
H 0.488 1.519 -1.744 -0.08 0.03 -0.05
F -0.947 -3.849 -0.688 0.00 -0.12 0.12
B -1.144 -3.248 0.446 -0.09 -0.02 -0.24
F -2.265 -2.581 0.677 -0.09 0.04 -0.08
```
Positions in Å, forces in eV/Å.

Summary:
- net charge = +2
- electronic energy (eV) = -49327.1487

Löwdin population analysis, charges in e, atoms 1 to 8:
1 Pd 0.98
2 N 0.21
3 C -0.47
4 C -0.04
5 P 0.32
6 O -0.07
7 O -0.36
8 O -0.30